# 1
ORCA calculation (ωB97M-V/def2-TZVPD) on a structure of composition C10H26InN2O3.

Output
* charge: +3
* HOMO: -20.3822 eV
* energy above the lowest of the compared OMol25 structures with the same formula, charge and spin: 0.0 kcal/mol
* frontier orbital gap: 4.572 eV
* E_LUMO: -15.810 eV
* E: -920.71682 Eh

Element x y z (Å)
In1 -0.49290 -0.14245 -0.83062
O1 -0.49360 -2.90601 -0.24981
O2 -2.56694 1.53530 -1.24910
O3 1.63242 1.52156 -0.63591
N1 -0.73012 1.98471 0.79199
N2 1.24691 -1.39042 1.21253
C1 0.05317 3.06202 0.21666
C2 2.63999 -3.30520 1.80678
C3 -2.82690 2.62616 -0.34527
C4 1.51104 2.68113 0.20055
C5 1.62415 -2.73999 0.79440
C6 -3.05338 1.79209 -2.57608
C7 0.36594 -3.58031 0.64775
C8 -1.36331 -3.81028 -0.96835
C9 2.99182 1.26593 -0.98996
C10 -2.14922 2.26646 0.96024
H1 -0.03732 3.99459 0.79457
H2 -2.52572 3.59736 -0.74546
H3 -4.05481 2.22355 -2.47262
H4 2.77705 -4.37743 1.63334
H5 -0.34962 3.28027 -0.77279
H6 -2.06981 -3.19542 -1.52247
H7 -0.11709 -3.69822 1.63296
H8 -2.18272 3.12673 1.64282
H9 3.48422 2.08583 -1.52277
H10 3.64379 -2.88825 1.76587
H11 3.64416 1.12052 -0.12106
H12 0.63747 -1.49873 2.03407
H13 -2.55497 2.63245 -3.07845
H14 -3.89662 2.72211 -0.13869
H15 2.11695 3.54411 -0.08552
H16 0.58985 -4.61410 0.37723
H17 3.06035 0.40474 -1.65004
H18 -0.31667 1.78273 1.70696
H19 -2.72309 1.46207 1.41963
H20 2.11364 -2.82130 -0.18202
H21 2.20409 -3.22072 2.80570
H22 -3.00016 0.93536 -3.23801
H23 -1.94645 -4.43258 -0.28467
H24 1.89805 2.37180 1.18246
H25 2.03620 -0.92308 1.67257
H26 -0.81983 -4.47509 -1.63942

=====

# 2
ORCA calculation (ωB97M-V/def2-TZVPD) on a cluster of 11 separate species, C21H64O11 in total.

Output
* HOMO: -9.8146 eV
* energy above the lowest of the compared OMol25 structures with the same formula, charge and spin: 67.4 kcal/mol
* frontier orbital gap: 9.953 eV
* E_LUMO: 0.139 eV
* SMILES: CC(C)O.CC(C)O.CC(C)O.CC(C)O.CC(C)O.CC(C)O.CC(C)O.O.O.O.O
* E: -1666.00938 Eh

Element x y z (Å)
O1 -6.69829 6.54094 1.81419
O2 -0.18591 -1.21952 5.16924
O3 -4.13624 -1.27556 -6.35966
O4 3.66119 -2.73829 -4.08708
O5 7.31562 -0.00350 -2.47040
O6 7.17270 2.74789 4.32636
O7 6.61862 -3.42747 3.79346
O8 7.91044 3.43939 -0.11969
O9 0.04615 0.07517 0.03297
O10 -5.79679 1.41116 1.62558
O11 4.00255 1.05326 6.03489
C1 -6.33542 -0.40310 0.17014
C2 -3.40158 0.00412 -8.07454
C3 6.38336 -3.90644 1.49343
C4 -0.84286 -2.20929 5.94478
C5 -4.04313 -1.29973 -7.74872
C6 -8.09586 0.77496 1.63362
C7 1.78128 1.67913 -0.14015
C8 -4.50739 6.87611 1.88234
C9 3.21596 -3.48681 -5.17564
C10 4.53201 -4.00704 -5.77763
C11 -1.81407 -1.53033 6.90158
C12 -5.35647 -1.52907 -8.47683
C13 -6.02064 7.60654 3.84033
C14 8.50688 -2.85420 2.41558
C15 -0.26594 1.48035 -1.80986
C16 -6.67668 0.26235 1.49098
C17 6.95877 -2.95682 2.52948
C18 -1.54584 -3.25368 5.07336
C19 -5.83628 7.48888 2.30907
C20 2.27176 -4.57994 -4.74535
C21 0.34233 1.35491 -0.39788
H1 7.07866 2.84557 3.37881
H2 -0.88774 -3.46850 4.23142
H3 -4.25785 6.03735 2.53219
H4 5.35795 -4.19453 1.72500
H5 3.17398 -3.00237 -3.30319
H6 -0.20479 2.06090 0.22690
H7 7.71085 2.62745 -0.58567
H8 -4.90181 1.16595 1.37966
H9 -5.42583 8.36619 4.34752
H10 -5.84008 6.59259 4.19727
H11 -6.01613 -0.74120 -8.11322
H12 -5.38930 -0.94420 0.15703
H13 5.25595 -4.40213 -5.06493
H14 -6.41094 -0.33977 2.35985
H15 -2.65346 -1.04367 6.40490
H16 1.94184 2.71197 -0.44926
H17 -7.08271 -1.02910 -0.31749
H18 2.34904 1.04685 -0.82278
H19 -2.28244 -2.14723 7.66851
H20 -4.61624 -2.05459 -6.06930
H21 2.79777 -5.33677 -4.16346
H22 2.15495 1.45650 0.85930
H23 -8.27014 1.29958 2.57303
H24 5.07985 -3.10963 -6.06507
H25 6.63265 -1.91691 2.54761
H26 -3.08041 0.08079 -9.11332
H27 0.42170 -0.05570 0.90671
H28 8.75285 -2.13723 1.63228
H29 -6.04709 8.46882 1.88085
H30 -1.87186 -4.15066 5.59988
H31 6.97682 -4.81971 1.45039
H32 -4.13589 0.77661 -7.84618
H33 7.15980 -4.21228 3.90657
H34 2.68250 -2.84051 -5.87263
H35 -2.46259 0.05601 -7.52344
H36 -4.53387 6.61042 0.82555
H37 4.44162 -4.75469 -6.56561
H38 7.16697 4.01250 -0.30688
H39 1.80764 -5.17281 -5.53349
H40 -1.31587 1.22004 -1.94396
H41 8.10594 2.58141 4.45901
H42 -8.43755 1.49042 0.88565
H43 0.23650 0.87789 -2.56663
H44 -0.08250 -2.75641 6.50211
H45 -3.74027 7.62150 2.09213
H46 8.91539 -3.81953 2.11665
H47 8.05886 -0.29630 -2.99776
H48 4.74494 1.49735 5.62516
H49 -0.10911 2.50652 -2.14225
H50 -1.32542 -0.75782 7.49533
H51 -5.95886 0.24549 -0.62083
H52 -7.07470 7.82640 4.00979
H53 -6.24288 5.69584 1.81030
H54 -3.43531 -2.13708 -8.09152
H55 1.56467 -4.10727 -4.06364
H56 6.43585 -3.39463 0.53249
H57 -8.72777 -0.10315 1.50050
H58 0.40484 -0.66886 5.68826
H59 -5.21207 -1.41966 -9.55167
H60 8.90182 -2.61639 3.40329
H61 -5.73412 -2.53571 -8.29751
H62 -2.54648 -3.03540 4.70033
H63 6.57229 -0.50643 -2.80319
H64 4.26966 0.13544 6.08472

=====

# 3
ORCA calculation (ωB97M-V/def2-TZVPD) on a cluster of 6 separate species, C24H63F6N5O7P in total.

Output
* charge: -1
* HOMO: -6.9033 eV
* energy above the lowest of the compared OMol25 structures with the same formula, charge and spin: 49.4 kcal/mol
* frontier orbital gap: 9.055 eV
* E_LUMO: 2.152 eV
* E: -2693.14943 Eh

Element x y z (Å)
P1 -6.23947 -12.28373 10.25527
F1 -5.97492 -11.32611 8.95420
F2 -4.70211 -11.89477 10.78883
F3 -6.72085 -11.08693 11.14450
F4 -6.40643 -13.35867 11.52267
F5 -5.63503 -13.54454 9.38873
F6 -7.81043 -12.63493 9.83988
O1 -1.30800 -16.82099 13.43233
O2 -14.14234 -17.53929 7.71297
O3 1.64148 -13.46310 5.72443
O4 -13.32784 -3.63047 11.55632
O5 -1.22221 -16.58307 5.80524
O6 0.85712 -6.51457 10.00848
O7 -11.40445 -20.79222 11.24305
N1 -0.20472 -15.19526 11.48903
N2 -13.23137 -19.24970 9.53213
N3 -2.76744 -5.92377 10.49738
N4 -13.27448 -1.61777 13.58795
N5 -0.61941 -14.36378 4.38105
C1 0.56447 -15.53694 12.60991
C2 -10.32204 -21.56929 11.69344
C3 -13.06004 -19.68988 8.15947
C4 -1.39646 -5.61705 10.66923
C5 -10.90706 -19.62853 10.56583
C6 -13.53627 -1.25944 12.18171
C7 -2.20212 -17.38850 14.49206
C8 -12.93126 -2.24691 11.23492
C9 -1.41667 -17.73366 6.68076
C10 -0.59634 -12.93172 4.66535
C11 -14.08061 -16.12433 7.15875
C12 -13.13685 0.19861 11.94571
C13 1.47011 -14.21204 12.74097
C14 -13.15928 -18.47864 7.23760
C15 -0.52103 -6.52874 9.80151
C16 -2.07681 -14.93001 4.24197
C17 -12.04311 -18.71959 10.18823
C18 -12.20066 -4.50249 11.29813
C19 1.47746 -5.22767 9.73876
C20 0.90769 -12.49362 4.86749
C21 -0.43907 -15.64159 13.76879
C22 -1.13504 -5.92244 12.16328
C23 3.07464 -13.34066 5.74915
C24 -2.28422 -16.42400 4.72445
H1 -1.05166 -12.60972 5.60188
H2 -12.09292 0.50501 11.87924
H3 -12.64730 -5.49671 11.28471
H4 -0.73118 -14.38354 11.77897
H5 1.53241 -13.85321 13.76832
H6 -3.01368 -6.81414 10.90567
H7 -3.28322 -16.78564 4.96799
H8 -1.08880 -4.61137 10.38273
H9 -1.40874 -18.70223 6.18086
H10 -13.20781 -15.67900 7.63625
H11 -1.68142 -5.25495 12.82962
H12 -13.52920 0.50435 10.97582
H13 -1.50160 -6.89177 12.50113
H14 -13.30886 -1.87895 10.28092
H15 -15.02983 -15.60956 7.30741
H16 -1.15474 -14.82184 13.83149
H17 -3.01383 -6.05638 9.52691
H18 0.96454 -4.55349 10.42470
H19 -10.70501 -22.41239 12.26843
H20 1.02610 -16.47982 12.31669
H21 -0.81770 -6.16740 8.81687
H22 1.38737 -12.44302 3.89002
H23 3.36563 -12.30357 5.58220
H24 -2.74509 -14.15119 4.60930
H25 -12.42724 -1.20226 13.94797
H26 -9.67919 -21.07894 12.42447
H27 3.63730 -13.79005 4.93088
H28 -2.93647 -16.65903 14.83367
H29 -1.09402 -15.66427 11.58528
H30 -13.44595 -18.73331 6.21728
H31 -10.19819 -19.88855 9.77970
H32 -2.70526 -18.21911 13.99706
H33 -0.83314 -7.56649 9.91878
H34 1.03719 -11.55481 5.40597
H35 -13.60542 0.85037 12.68310
H36 -14.60826 -1.26679 11.98452
H37 -1.62771 -17.77852 15.33232
H38 -12.17336 -18.02463 7.33726
H39 1.16123 -13.47742 11.99732
H40 -11.65525 -4.50716 10.35442
H41 -13.92060 -20.34968 8.04903
H42 -13.05400 -2.59205 13.73724
H43 3.48420 -13.76205 6.66719
H44 -9.61257 -22.01672 10.99733
H45 -11.49107 -4.45259 12.12402
H46 -0.22457 -14.43635 3.45426
H47 -11.56413 -18.02024 9.50297
H48 2.55137 -5.08444 9.85841
H49 0.01349 -15.93375 14.71639
H50 -1.07260 -12.40065 3.84118
H51 -0.09597 -5.77109 12.45571
H52 -2.35155 -15.00796 3.19004
H53 -12.08037 -20.16665 8.12713
H54 -13.81934 -18.48981 9.22075
H55 -10.42849 -18.95676 11.27843
H56 2.46003 -14.58467 12.47770
H57 -13.93180 -16.21853 6.08307
H58 -12.43035 -18.22014 11.07632
H59 -0.69064 -17.76592 7.49313
H60 -1.98303 -17.09584 3.92071
H61 1.42255 -5.02555 8.66907
H62 -11.89240 -1.94867 11.09376
H63 -2.37420 -17.63347 7.19183

=====

# 4
ORCA calculation (ωB97M-V/def2-TZVPD) on the molecule C3H6O2.

Output
* HOMO: -9.9511 eV
* energy above the lowest of the compared OMol25 structures with the same formula, charge and spin: 46.6 kcal/mol
* frontier orbital gap: 10.501 eV
* E_LUMO: 0.550 eV
* SMILES: CC(=O)CO
* E: -268.33093 Eh

Element x y z (Å)
O1 -0.50538 -0.76583 1.09896
O2 -0.76892 -1.55750 -1.20617
C1 -0.64584 -0.17104 -1.13910
C2 -0.24246 0.13312 0.32766
C3 0.89778 0.84273 0.99554
H1 0.09685 0.17845 -1.86216
H2 1.49272 1.15510 0.16768
H3 0.52580 1.61320 1.65633
H4 -1.59657 0.29782 -1.39516
H5 1.46106 0.12209 1.63101
H6 -0.71505 -1.84814 -0.27459